[1]
Here is a cluster of 2 separate species, C2H8NO in total from the Open Molecules 2025 dataset. Energies are from ωB97M-V with the def2-TZVPD basis set.

Last column: Löwdin charge in e.
Element x y z (Å)
1 O -0.165 0.957 2.426  -0.535
2 H -0.142 1.910 2.591  -0.156
3 C -0.910 -0.983 -0.330  -0.209
4 N 0.252 -0.297 0.226  -0.220
5 C 0.980 0.250 -0.887  -0.241
6 H -0.572 -1.802 -0.968  0.047
7 H -1.629 -0.404 -0.892  0.041
8 H -1.414 -1.440 0.584  0.086
9 H 0.093 0.495 0.981  0.018
10 H 1.320 -0.518 -1.588  0.045
11 H 0.334 0.950 -1.506  0.061
12 H 1.855 0.883 -0.637  0.062

Cartesian forces (eV/Å) of the 3 atoms listed first:
-0.004 0.714 0.031
-0.054 -0.211 0.019
0.374 -0.895 2.943

## Properties
HOMO-LUMO gap ... 7.309 eV
F_max ... 3.1 eV/Å
Charge ... -1
E_HOMO ... -2.8 eV
Electronic energy ... -5740.3994 eV
E_LUMO ... 4.475 eV


[2]
Here is a structure of composition C25H20Cl2N6O11S2Sr from the Open Molecules 2025 dataset. Energies are from ωB97M-V with the def2-TZVPD basis set.

Last column: Löwdin charge in e.
Element x y z (Å)
1 Sr -0.383 -0.362 -0.170  1.378
2 O 4.111 -4.373 -3.458  0.072
3 C 3.202 -3.356 -3.468  -0.478
4 O 3.168 -2.620 -4.409  0.136
5 C 2.320 -3.261 -2.285  -0.066
6 C 1.712 -4.295 -1.589  -0.542
7 Cl 1.951 -5.973 -1.871  0.785
8 N 0.909 -3.768 -0.630  -0.028
9 N 1.018 -2.431 -0.668  0.047
10 C 1.827 -2.097 -1.644  -0.109
11 C 2.179 -0.614 -1.825  -0.618
12 O 3.328 -0.352 -2.160  0.048
13 O 1.212 0.167 -1.586  -0.249
14 C -0.005 -4.350 0.306  -0.145
15 C -0.595 -3.505 1.239  -0.050
16 C -1.442 -4.002 2.207  -0.052
17 C -1.741 -5.352 2.246  -0.088
18 C -1.207 -6.188 1.280  -0.095
19 C -0.345 -5.700 0.310  -0.048
20 H 3.995 -4.923 -2.677  0.044
21 H -0.401 -2.447 1.208  0.040
22 H -1.858 -3.310 2.927  0.120
23 H -2.399 -5.750 3.008  0.095
24 H -1.460 -7.242 1.269  0.093
25 H 0.019 -6.381 -0.435  0.040
26 S -0.463 2.257 1.160  0.529
27 C -1.205 3.258 -0.018  -0.887
28 N -1.663 4.439 0.311  -0.001
29 N -2.139 5.332 -0.628  -0.033
30 C -1.606 5.817 -1.800  -0.271
31 C -0.313 5.518 -2.261  -0.036
32 C 0.157 6.088 -3.428  -0.104
33 C -0.623 6.969 -4.171  -0.142
34 C -1.894 7.284 -3.712  -0.134
35 C -2.381 6.721 -2.546  -0.065
36 N -1.405 2.888 -1.354  0.043
37 N -1.428 1.693 -1.679  0.040
38 C -1.821 1.494 -3.019  -0.238
39 C -2.669 2.386 -3.683  -0.019
40 C -3.083 2.119 -4.975  -0.096
41 C -2.637 0.976 -5.630  -0.105
42 C -1.783 0.098 -4.978  -0.078
43 C -1.383 0.345 -3.676  -0.028
44 H -2.899 5.868 -0.252  0.114
45 H 0.315 4.853 -1.691  0.104
46 H 1.159 5.845 -3.762  0.098
47 H -0.242 7.407 -5.085  0.081
48 H -2.514 7.980 -4.267  0.087
49 H -3.378 6.973 -2.198  0.095
50 H -2.996 3.277 -3.163  0.103
51 H -3.755 2.803 -5.479  0.094
52 H -2.961 0.765 -6.642  0.091
53 H -1.426 -0.790 -5.484  0.106
54 H -0.715 -0.328 -3.155  0.093
55 O 1.482 0.020 3.830  -0.328
56 Cl 0.845 -0.860 2.901  0.625
57 O 1.257 -2.215 3.167  -0.342
58 O -0.584 -0.766 3.008  -0.360
59 O 1.242 -0.513 1.554  -0.519
60 C -3.925 -1.589 -2.068  -0.126
61 S -2.649 -2.132 -0.911  0.370
62 O -3.215 -3.298 -0.269  -0.319
63 O -1.455 -2.399 -1.711  -0.365
64 O -2.458 -0.977 -0.027  -0.561
65 H -4.190 -2.436 -2.696  0.058
66 H -3.545 -0.761 -2.661  0.036
67 H -4.774 -1.278 -1.462  0.059

Cartesian forces (eV/Å) of the 3 atoms listed first:
0.749 1.697 1.139
0.031 -0.017 -0.147
0.161 0.080 -0.064

## Properties
HOMO-LUMO gap ... 5.813 eV
F_max ... 2.7 eV/Å
Charge ... -2
E_HOMO ... -2.0 eV
Electronic energy ... -105261.0870 eV
E_LUMO ... 3.801 eV


[3]
Here is the ion C4H7BrN3O2 with charge +1 from the Open Molecules 2025 dataset. Energies are from ωB97M-V with the def2-TZVPD basis set.

Last column: Löwdin charge in e.
Element x y z (Å)
1 N -0.591 -1.013 1.640  0.189
2 C 0.049 -0.591 0.251  -0.472
3 O 0.669 -2.080 0.052  -0.067
4 C 1.156 0.400 0.478  -0.019
5 C 1.276 1.498 -0.273  -0.069
6 N 0.284 1.848 -1.142  0.126
7 C -0.796 0.998 -1.430  -0.584
8 O -1.633 1.290 -2.205  0.113
9 N -0.859 -0.135 -0.659  -0.317
10 Br -2.278 -1.329 -1.079  0.938
11 H -0.946 -2.085 1.570  0.207
12 H -1.490 -0.436 1.920  0.214
13 H 0.235 -0.979 2.277  0.159
14 H 0.615 -2.427 -0.841  0.076
15 H 1.948 -0.004 1.171  0.144
16 H 2.118 2.211 -0.215  0.155
17 H 0.242 2.834 -1.514  0.205

Cartesian forces (eV/Å) of the 3 atoms listed first:
-2.284 -1.519 -0.255
2.207 -2.340 0.609
-1.097 2.895 0.884

## Properties
HOMO-LUMO gap ... 9.133 eV
F_max ... 3.3 eV/Å
Charge ... +1
E_HOMO ... -13.4 eV
SMILES ... [NH3+][C@]1(O)C=CNC(=O)N1Br
Electronic energy ... -82860.8311 eV
E_LUMO ... -4.289 eV


[4]
Here is a structure of composition C36H24Cl3F5N6O3S3Sn from the Open Molecules 2025 dataset. Energies are from ωB97M-V with the def2-TZVPD basis set.

Last column: Löwdin charge in e.
Element x y z (Å)
1 Sn 0.081 -0.071 -0.149  1.162
2 C -2.229 4.332 1.698  -0.063
3 N -2.596 3.000 2.070  -0.144
4 C -3.810 2.403 1.861  -0.076
5 C -3.703 1.114 2.233  -0.056
6 N -2.409 0.896 2.670  0.024
7 C -1.718 2.083 2.568  -0.764
8 S -0.213 2.493 3.093  0.621
9 C -1.887 -0.343 3.042  -0.307
10 C -2.731 -1.430 3.272  -0.034
11 C -2.158 -2.636 3.624  -0.076
12 C -0.786 -2.710 3.802  -0.083
13 C -0.038 -1.570 3.549  -0.185
14 N -0.571 -0.421 3.171  0.094
15 H -3.118 4.958 1.677  0.085
16 H -1.750 4.339 0.718  0.097
17 H -1.508 4.704 2.427  0.043
18 H -4.637 2.934 1.434  0.119
19 H -4.436 0.338 2.172  0.109
20 H -3.798 -1.353 3.144  0.092
21 H -2.781 -3.509 3.757  0.100
22 H -0.306 -3.634 4.086  0.097
23 H 1.037 -1.573 3.659  0.094
24 Cl 2.781 -0.058 1.545  0.692
25 C 3.305 -1.643 2.011  -0.645
26 C 4.496 -1.755 2.699  -0.139
27 C 4.946 -2.996 3.124  -0.126
28 C 4.170 -4.117 2.876  -0.154
29 C 2.984 -3.990 2.187  -0.710
30 Cl 2.044 -5.414 1.938  0.624
31 C 2.493 -2.758 1.700  -0.753
32 S 1.002 -2.670 0.852  0.543
33 H 5.066 -0.863 2.909  0.091
34 H 5.882 -3.087 3.652  0.085
35 H 4.472 -5.092 3.223  0.087
36 O 1.489 2.310 -0.240  -0.631
37 S 2.855 1.931 -0.630  0.801
38 C 3.275 3.053 -2.024  -0.298
39 C 3.583 4.386 -1.383  -0.253
40 C 4.556 4.062 -0.256  -0.251
41 C 3.916 2.933 0.534  -0.305
42 H 2.424 3.072 -2.692  0.080
43 H 4.132 2.620 -2.536  0.075
44 H 2.660 4.797 -0.967  0.113
45 H 3.998 5.108 -2.091  0.108
46 H 4.759 4.933 0.372  0.104
47 H 5.502 3.726 -0.690  0.108
48 H 3.224 3.284 1.297  0.093
49 H 4.644 2.263 0.983  0.065
50 Cl -5.934 -6.182 -2.407  0.617
51 C -4.829 -4.948 -1.885  -0.688
52 C -4.929 -4.463 -0.593  -0.115
53 C -4.053 -3.471 -0.189  -0.011
54 C -3.092 -2.986 -1.064  -0.108
55 C -3.007 -3.494 -2.353  -0.002
56 C -3.878 -4.481 -2.775  -0.107
57 C -2.128 -1.907 -0.636  -0.683
58 O -1.193 -1.667 -1.426  -0.135
59 O -2.322 -1.327 0.441  -0.071
60 H -5.680 -4.858 0.075  0.094
61 H -4.097 -3.062 0.807  0.107
62 H -2.245 -3.100 -3.008  0.122
63 H -3.822 -4.886 -3.774  0.099
64 N 1.743 -0.539 -1.695  0.049
65 C 2.294 -0.793 -2.687  -0.165
66 C 3.041 -1.011 -3.807  -0.293
67 C 2.789 -2.044 -4.700  -0.260
68 N 2.629 -2.890 -5.469  0.101
69 C 4.100 -0.151 -4.061  -0.264
70 N 4.998 0.548 -4.267  0.107
71 F 0.793 1.544 -3.608  0.048
72 C -0.409 1.976 -3.175  -0.255
73 C -0.927 1.500 -1.979  -0.057
74 C -2.157 2.053 -1.663  -0.261
75 F -2.773 1.651 -0.527  0.037
76 C -2.823 3.015 -2.413  -0.151
77 F -4.011 3.547 -2.008  0.057
78 C -2.259 3.443 -3.603  -0.151
79 F -2.881 4.374 -4.371  0.070
80 C -1.042 2.908 -3.992  -0.151
81 F -0.488 3.319 -5.162  0.068

Cartesian forces (eV/Å) of the 3 atoms listed first:
-0.924 0.177 -0.284
0.197 0.313 -0.038
-0.082 -0.608 -0.047

## Properties
HOMO-LUMO gap ... 5.938 eV
F_max ... 2.2 eV/Å
Charge ... -2
E_HOMO ... -2.1 eV
Electronic energy ... -142298.1574 eV
E_LUMO ... 3.804 eV


[5]
Here is a structure of composition C5H13KN7O2S from the Open Molecules 2025 dataset. Energies are from ωB97M-V with the def2-TZVPD basis set.

Last column: Löwdin charge in e.
Element x y z (Å)
1 K -1.093 -1.277 -0.428  0.799
2 N -4.630 -2.449 -0.559  0.050
3 N -5.276 -1.644 0.382  -0.023
4 C -4.586 -0.728 1.101  -0.386
5 N -5.279 0.019 1.953  0.210
6 N -3.270 -0.695 0.869  0.059
7 N -2.516 0.241 1.543  -0.426
8 O -1.320 0.190 1.239  -0.162
9 O -2.960 1.035 2.343  0.082
10 H -5.054 -2.311 -1.467  0.100
11 H -4.699 -3.422 -0.286  0.100
12 H -6.266 -1.746 0.544  0.155
13 H -6.273 -0.093 2.053  0.128
14 H -4.778 0.707 2.497  0.098
15 C 3.419 0.757 1.187  -0.039
16 N 3.630 0.776 -0.246  -0.159
17 C 4.730 1.530 -0.845  -0.098
18 C 4.539 1.277 -2.351  -0.114
19 N 3.570 0.186 -2.339  0.021
20 C 3.027 -0.024 -1.132  -0.811
21 S 1.785 -1.134 -0.809  0.536
22 H 3.514 1.773 1.570  0.094
23 H 4.152 0.120 1.686  0.100
24 H 2.423 0.382 1.399  0.058
25 H 5.690 1.158 -0.481  0.128
26 H 4.650 2.583 -0.584  0.125
27 H 5.465 0.981 -2.835  0.119
28 H 4.142 2.150 -2.867  0.119
29 H 3.264 -0.339 -3.138  0.137

Cartesian forces (eV/Å) of the 3 atoms listed first:
0.346 -1.657 -1.915
-0.122 0.038 0.025
0.181 0.097 0.053

## Properties
HOMO-LUMO gap ... 8.241 eV
F_max ... 2.6 eV/Å
Charge ... +1
E_HOMO ... -11.1 eV
Electronic energy ... -47074.6078 eV
E_LUMO ... -2.816 eV


[6]
Here is an isolated molecule of C28H35N3O6S from the Open Molecules 2025 dataset. Energies are from ωB97M-V with the def2-TZVPD basis set.

Last column: Löwdin charge in e.
Element x y z (Å)
1 C -2.535 3.383 -4.589  -0.076
2 C -1.522 4.301 -3.890  -0.232
3 N -1.760 4.616 -2.502  -0.202
4 C -2.838 5.520 -2.175  -0.238
5 C -4.248 4.923 -2.075  -0.079
6 C -1.500 3.549 -1.568  -0.158
7 C -0.029 3.605 -1.095  -0.088
8 N 0.382 2.389 -0.442  -0.005
9 C 0.003 2.060 0.815  -0.370
10 O -0.683 2.740 1.545  0.108
11 C 0.630 0.702 1.127  -0.251
12 O 0.497 0.091 2.164  0.125
13 C 1.350 0.312 -0.080  -0.047
14 C 1.957 -0.876 -0.315  -0.191
15 O 2.398 -1.251 -1.527  0.128
16 C 2.176 -1.890 0.731  -0.135
17 C 2.752 -1.539 1.951  0.003
18 C 2.930 -2.501 2.926  -0.029
19 C 2.530 -3.801 2.678  -0.271
20 S 2.711 -5.002 3.994  0.677
21 O 4.076 -5.035 4.429  -0.277
22 O 2.097 -6.237 3.591  -0.281
23 N 1.822 -4.232 5.195  -0.244
24 C 2.142 -4.646 6.548  -0.171
25 C 1.422 -3.700 7.511  -0.185
26 O 0.031 -3.723 7.291  -0.126
27 C -0.283 -3.345 5.972  -0.181
28 C 0.395 -4.264 4.952  -0.174
29 C 1.984 -4.170 1.465  -0.035
30 C 1.816 -3.212 0.481  0.014
31 C 1.158 1.381 -1.133  -0.186
32 C 0.433 0.878 -2.365  -0.214
33 C 0.897 1.172 -3.640  -0.041
34 C 0.201 0.743 -4.757  -0.036
35 C -0.971 0.011 -4.626  -0.281
36 C -1.744 -0.435 -5.827  -0.044
37 C -1.430 -0.285 -3.345  -0.026
38 C -0.741 0.143 -2.228  -0.017
39 H -2.132 3.066 -5.548  0.068
40 H -2.729 2.497 -3.990  0.062
41 H -3.474 3.898 -4.768  0.058
42 H -0.538 3.826 -3.946  0.099
43 H -1.463 5.247 -4.438  0.115
44 H -2.590 5.975 -1.210  0.116
45 H -2.836 6.314 -2.926  0.114
46 H -4.595 4.555 -3.036  0.052
47 H -4.268 4.101 -1.364  0.066
48 H -4.938 5.689 -1.732  0.070
49 H -1.688 2.562 -2.010  0.107
50 H -2.137 3.648 -0.689  0.121
51 H 0.626 3.780 -1.949  0.123
52 H 0.082 4.431 -0.387  0.135
53 H 2.146 -0.609 -2.209  0.104
54 H 3.057 -0.521 2.128  0.128
55 H 3.370 -2.264 3.881  0.122
56 H 3.224 -4.588 6.662  0.121
57 H 1.811 -5.678 6.729  0.138
58 H 1.573 -4.014 8.545  0.129
59 H 1.807 -2.679 7.372  0.130
60 H -1.368 -3.408 5.886  0.130
61 H 0.041 -2.310 5.788  0.132
62 H 0.214 -3.906 3.937  0.125
63 H 0.009 -5.289 5.048  0.133
64 H 1.696 -5.198 1.316  0.116
65 H 1.389 -3.475 -0.475  0.124
66 H 2.125 1.817 -1.435  0.168
67 H 1.807 1.745 -3.764  0.120
68 H 0.574 0.985 -5.741  0.115
69 H -1.144 -0.356 -6.730  0.078
70 H -2.631 0.186 -5.950  0.082
71 H -2.073 -1.466 -5.711  0.083
72 H -2.341 -0.852 -3.226  0.120
73 H -1.112 -0.086 -1.239  0.133

Cartesian forces (eV/Å) of the 3 atoms listed first:
0.166 0.197 0.165
-0.063 -0.057 -0.096
0.059 0.054 0.097

## Properties
HOMO-LUMO gap ... 7.620 eV
F_max ... 1.0 eV/Å
Charge ... 0
E_HOMO ... -8.2 eV
SMILES ... CCN(CC)CCN1C(=O)C(=O)/C(=C(/O)c2ccc(S(=O)(=O)N3CCOCC3)cc2)[C@H]1c1ccc(C)cc1
Electronic energy ... -57193.9636 eV
E_LUMO ... -0.591 eV


[7]
Here is a structure of composition C9H19N from the Open Molecules 2025 dataset. Energies are from ωB97M-V with the def2-TZVPD basis set.

Last column: Löwdin charge in e.
Element x y z (Å)
1 C 0.216 0.817 1.071  -0.458
2 C 0.326 1.108 -1.345  -0.004
3 C 0.219 1.878 -0.040  -0.172
4 C -1.207 -0.858 -2.430  -0.095
5 C 0.816 -1.536 -1.363  -0.104
6 C 1.623 0.324 1.382  -0.078
7 C -0.450 1.303 2.348  -0.083
8 N -0.317 -0.607 -1.289  -0.225
9 C -0.897 -0.567 0.523  -0.204
10 C -0.972 -1.716 1.241  -0.111
11 H 1.341 0.949 -1.702  0.093
12 H -0.344 1.511 -2.104  0.092
13 H 1.028 2.619 0.073  0.126
14 H -0.732 2.421 -0.028  0.111
15 H -1.830 -0.035 0.360  0.098
16 H 1.484 -1.277 -2.190  0.086
17 H -0.668 -0.684 -3.367  0.084
18 H -1.572 -1.891 -2.452  0.090
19 H -2.065 -0.184 -2.397  0.085
20 H 0.493 -2.575 -1.497  0.092
21 H 1.368 -1.534 -0.427  0.066
22 H 0.094 2.157 2.778  0.083
23 H 2.152 1.026 2.044  0.084
24 H 2.236 0.220 0.483  0.066
25 H 1.605 -0.655 1.875  0.078
26 H -1.486 1.619 2.189  0.079
27 H -0.456 0.502 3.099  0.083
28 H -1.901 -2.012 1.714  0.021
29 H -0.104 -2.324 1.454  0.016

Cartesian forces (eV/Å) of the 3 atoms listed first:
-1.027 -1.789 -0.728
-1.254 -2.624 -0.874
-0.660 -1.278 0.265

## Properties
HOMO-LUMO gap ... 7.028 eV
F_max ... 3.6 eV/Å
Charge ... 0
E_HOMO ... -6.3 eV
Electronic energy ... -11126.7885 eV
E_LUMO ... 0.774 eV


[8]
Here is a structure of composition C12H13NOSe from the Open Molecules 2025 dataset. Energies are from ωB97M-V with the def2-TZVPD basis set.

Last column: Löwdin charge in e.
Element x y z (Å)
1 C 1.890 2.399 -0.664  -0.423
2 C 1.317 -3.622 2.103  -0.063
3 C 2.317 -3.691 1.183  -0.084
4 C 0.545 -2.432 2.167  -0.071
5 C 2.456 -2.696 0.231  -0.084
6 C 0.688 -1.341 1.352  -0.097
7 C 1.666 -1.509 0.320  -0.449
8 C -1.048 0.062 -1.022  -0.393
9 C -0.835 2.200 -2.249  -0.047
10 C -1.850 2.107 0.018  -0.078
11 C 1.183 1.330 -0.102  -0.337
12 C -1.137 1.447 -1.044  -0.372
13 N 2.332 3.283 -1.252  0.159
14 O -0.381 -0.660 -1.733  -0.129
15 Se 1.857 -0.210 -1.024  1.279
16 H 1.193 -4.382 2.794  0.083
17 H 2.980 -4.451 1.350  0.083
18 H -0.150 -2.375 2.977  0.097
19 H 3.227 -2.690 -0.449  0.069
20 H 0.119 -0.433 1.484  0.083
21 H -1.521 -0.360 -0.092  0.131
22 H -0.283 1.507 -2.856  0.078
23 H -0.059 2.890 -1.989  0.050
24 H -1.724 2.628 -2.855  0.140
25 H -1.560 3.188 0.113  0.114
26 H -1.955 1.562 0.962  0.081
27 H -2.946 2.039 -0.281  0.118
28 H 1.050 1.285 0.958  0.063

Cartesian forces (eV/Å) of the 3 atoms listed first:
-0.730 0.728 0.022
-0.850 3.061 -0.951
-1.080 1.450 -0.306

## Properties
HOMO-LUMO gap (alpha / beta) ... 7.012 / 7.015 eV
F_max ... 3.3 eV/Å
Charge ... 0
E_HOMO (alpha / beta) ... -8.0 / -8.0 eV
Electronic energy ... -81534.1050 eV
E_LUMO (alpha / beta) ... -1.004 / -1.002 eV